1.
Below is 8 unconnected molecules or ions with the total composition C20H59N3O8 at a distorted geometry, with properties calculated with wB97M-V/def2-TZVPD.

Structure (XYZ):
```
90
Properties=species:S:1:pos:R:3:forces:R:3:lowdin_charge:R:1
C 5.316392 -1.322987 -0.302144 -0.6 0.5 -0.7 -0.091
O 4.617089 -1.472917 0.914379 -0.6 0.2 -0.9 -0.213
C 5.308356 -0.992477 2.003887 1.7 -0.4 2.3 -0.242
C 4.682160 0.247229 2.689900 -0.1 -0.4 -0.6 -0.393
C 3.324369 -0.179965 3.246684 -0.2 1.2 -0.6 -0.053
N 4.653745 1.336416 1.672193 0.9 -0.4 1.9 0.073
H 4.609003 -1.701700 -1.025530 0.0 0.1 -0.6 0.084
H 6.210444 -1.933145 -0.396464 0.3 -0.1 0.5 0.088
H 5.562651 -0.260908 -0.509377 -0.1 -0.5 0.1 0.103
H 5.402433 -1.910247 2.689058 0.0 1.6 -0.3 0.151
H 6.323888 -0.657826 1.725873 -0.2 -0.4 -0.1 0.123
H 5.339859 0.535373 3.518417 0.0 0.0 -0.2 0.135
H 3.535877 -0.767896 4.123582 -0.5 -0.4 0.4 0.076
H 2.767479 -0.723977 2.478758 0.2 -0.3 0.3 0.049
H 2.681411 0.695597 3.459214 0.4 -0.3 0.3 0.075
H 4.212719 2.167874 2.057754 0.0 -0.1 -0.1 0.067
H 4.054584 0.960774 0.995032 -1.2 -0.1 -1.6 0.020
C -1.762344 4.026658 -1.392415 0.4 -0.1 -0.3 -0.105
O -2.379279 3.499261 -0.236489 -0.3 -0.4 -1.0 -0.219
C -3.235464 4.375495 0.406691 1.8 2.1 1.5 -0.245
C -3.400462 3.889570 1.862099 2.0 0.2 -0.5 -0.450
C -4.048023 2.513703 1.913536 -1.4 -0.1 -0.2 -0.060
N -4.046019 4.941938 2.606193 -1.0 0.3 0.6 0.027
H -0.929791 4.667785 -1.090690 -0.1 0.4 0.0 0.079
H -2.431570 4.613401 -2.078686 0.4 -0.8 0.6 0.106
H -1.286040 3.167293 -1.881576 -0.4 0.3 -0.3 0.081
H -2.727536 5.467528 0.401414 -1.1 -2.1 0.2 0.163
H -4.228941 4.485286 -0.010019 -0.4 -0.1 -0.7 0.118
H -2.369126 3.759605 2.291850 -0.7 0.2 -0.5 0.133
H -5.137032 2.570714 1.741255 0.2 0.3 0.0 0.082
H -3.951071 2.066778 2.889972 0.2 -0.1 0.4 0.067
H -3.710208 1.796544 1.156077 0.5 0.4 0.1 0.069
H -4.681053 5.467141 2.001476 0.2 -0.1 0.4 0.073
H -3.422467 5.599049 3.073938 -0.1 -0.4 -0.4 0.076
C 0.350464 -4.066881 -0.811789 -0.8 -1.8 0.7 -0.071
O -1.068754 -3.957676 -0.694539 1.3 1.1 0.0 -0.168
C -1.469667 -4.192045 0.611573 -3.2 -0.1 -0.5 -0.240
C -2.848233 -3.501357 0.846766 -0.3 -1.2 0.1 -0.425
C -2.643610 -2.000076 0.959977 -0.8 -1.3 -1.3 -0.057
N -3.372276 -3.991570 2.096072 0.6 -1.7 0.8 0.018
H 0.614350 -3.921020 -1.824404 0.4 0.8 -0.8 0.047
H 0.617158 -5.125352 -0.613357 0.1 0.3 0.2 0.101
H 0.862095 -3.441693 -0.083622 0.2 0.2 -0.2 0.078
H -1.536714 -5.241398 0.757343 -0.6 -1.5 0.0 0.109
H -0.913089 -3.945607 1.466141 1.9 1.4 0.7 0.110
H -3.561352 -3.789611 0.007083 1.0 0.7 0.5 0.155
H -3.507689 -1.464550 1.295769 -0.8 0.2 0.1 0.075
H -2.486730 -1.826572 -0.085324 0.6 1.4 -0.4 0.045
H -1.843677 -1.724172 1.598689 1.0 0.0 0.4 0.065
H -3.527052 -5.015319 2.118133 0.1 1.0 -0.1 0.090
H -4.211509 -3.530225 2.362385 -0.7 0.3 0.2 0.057
C -0.394017 0.521677 0.100516 0.2 0.2 0.7 -0.062
C 0.598325 -0.569193 0.558156 0.4 0.6 -1.2 -0.249
O 1.929829 -0.287547 -0.002161 -0.6 -0.6 0.8 -0.114
H -0.069197 1.575606 0.236305 0.2 -0.7 0.5 0.064
H -1.277223 0.366182 0.745102 0.1 0.3 -0.7 0.066
H -0.644653 0.530319 -0.958293 -0.2 -0.7 -0.1 0.061
H 0.256823 -1.573902 0.191605 0.2 0.9 0.5 0.091
H 0.656302 -0.551636 1.654495 0.0 -0.2 -0.2 0.102
H 2.567944 -0.834078 0.507486 -0.2 0.3 -0.6 0.048
C -3.473981 -0.567315 -3.254900 0.1 0.6 -0.8 -0.083
C -2.691224 -1.871310 -3.133896 0.1 1.5 2.6 -0.321
O -1.564948 -1.814208 -3.963881 -0.4 1.0 -0.6 -0.054
H -4.456173 -0.541739 -2.760164 0.3 -0.4 -0.4 0.078
H -3.530729 -0.439979 -4.323072 -0.9 0.3 -0.6 0.061
H -2.976344 0.382443 -2.964908 0.3 -0.9 0.4 0.071
H -3.264904 -2.731972 -3.368728 -0.9 -0.7 -0.3 0.100
H -2.471413 -1.918567 -2.034454 0.5 -0.5 -0.9 0.091
H -0.869724 -2.334584 -3.606301 1.0 -0.9 0.5 0.045
C 0.648331 3.151146 3.008323 0.5 0.3 1.8 -0.087
C 0.832733 3.978618 1.830599 -1.4 1.6 -1.9 -0.395
O 2.018146 3.770556 1.141893 1.0 -1.3 -0.9 -0.060
H -0.214124 3.484443 3.571570 -0.6 -0.2 0.0 0.072
H 1.480846 3.416020 3.694257 -0.2 -0.8 -0.3 0.099
H 0.579258 2.108668 2.755255 0.1 -0.6 0.2 0.062
H 0.854608 5.008888 2.097000 0.2 1.0 0.6 0.108
H -0.023055 3.998772 1.124981 0.1 -0.7 0.2 0.101
H 1.968247 2.884099 0.731232 0.2 0.6 0.2 0.083
C 0.937487 0.481289 -3.700711 1.1 0.8 0.7 -0.143
O 2.080841 -0.211637 -3.272224 0.6 -1.4 1.3 -0.138
H 0.834285 0.510353 -4.751001 0.3 -0.2 -1.3 0.078
H 0.077558 0.034348 -3.323127 -1.8 -0.6 0.7 0.039
H 1.091098 1.477503 -3.348971 -0.6 1.1 0.2 0.076
H 1.986868 -0.355345 -2.283773 0.3 0.3 -1.5 0.089
C 2.088713 -3.880457 -4.458054 1.4 1.1 -1.0 -0.160
O 1.589014 -2.998983 -3.530847 -1.1 0.4 1.4 -0.133
H 3.156018 -4.002967 -4.296462 0.4 -0.1 -0.3 0.081
H 1.661966 -4.824451 -4.353083 -1.0 -1.6 0.1 0.061
H 1.907114 -3.445370 -5.437189 0.1 -0.6 -0.5 0.091
H 1.809602 -2.117532 -3.825320 0.2 0.8 0.3 0.044
```
Forces are in eV/Å.

The frontier orbital gap comes out at 9.9 eV. The SMILES is COC[C@H](C)N.COC[C@H](C)N.COC[C@H](C)N.CCO.CCO.CCO.CO.CO. Its energy above the lowest of the compared OMol25 structures with the same formula, charge and spin is 2.932 eV. The calculation puts the HOMO energy at -0.338 Eh.

=====

2.
Below is a molecular structure, C20H59NNa3O13P at a distorted geometry, with properties calculated with wB97M-V/def2-TZVPD.

Structure (XYZ):
```
97
Properties=species:S:1:pos:R:3:forces:R:3:lowdin_charge:R:1
Na -1.884599 -2.543922 -1.488795 0.0 0.2 0.2 0.616
Na 2.294621 -1.627452 -0.248325 -0.4 0.3 0.2 0.658
Na -1.736409 1.626038 0.715455 0.3 0.3 0.2 0.606
P -0.353799 -0.701572 0.082295 -0.9 -1.9 1.3 0.097
O -0.227609 -2.274682 0.154375 0.1 2.2 0.2 -0.354
O 0.047611 0.045958 1.375235 -1.6 -0.8 -0.3 -0.344
O -1.822569 -0.367412 -0.315805 0.5 0.3 0.3 -0.388
O 0.549461 -0.187042 -1.001975 1.2 -0.2 -1.5 -0.363
C 2.806081 4.151488 -0.733685 -0.6 0.1 -0.6 -0.058
C 2.416281 2.941568 -1.614415 0.8 0.0 0.4 -0.379
C 3.473331 2.605058 -2.735585 -1.5 1.6 0.2 -0.148
O 3.332141 3.549908 -3.832925 0.6 -0.4 0.4 -0.201
C 4.533001 3.751218 -4.573095 -0.7 0.4 -0.2 -0.125
N 2.287851 1.806908 -0.658525 0.8 0.6 -0.8 0.057
H 2.902831 5.104818 -1.253205 0.4 -0.2 -0.4 0.075
H 3.693641 3.928728 -0.141475 0.0 0.0 0.0 0.083
H 1.960581 4.349328 -0.074835 0.1 -0.2 0.3 0.055
H 1.418521 3.098248 -2.024335 0.2 0.3 -0.6 0.119
H 3.246581 1.608858 -3.115395 0.5 -0.3 0.1 0.111
H 4.463471 2.764668 -2.308675 0.2 -0.6 0.1 0.114
H 4.842251 2.897608 -5.176265 0.0 -0.5 0.2 0.079
H 5.366891 4.097238 -3.962365 0.1 -0.1 0.3 0.081
H 4.322541 4.534548 -5.301245 -0.1 0.1 0.1 0.081
H 1.639831 1.134378 -1.043065 0.1 0.0 0.0 0.001
H 1.786511 2.217728 0.116065 0.1 -0.2 0.5 0.030
C -3.512529 -3.694102 2.473445 -0.2 0.7 0.8 -0.070
C -2.944159 -2.257762 2.421385 -0.5 -1.3 -2.2 -0.269
O -3.413469 -1.729132 1.156225 -0.7 -0.7 1.2 -0.103
H -2.981049 -4.401342 1.836715 0.2 0.2 0.1 0.055
H -4.558039 -3.731362 2.167445 0.0 0.3 0.0 0.073
H -3.483289 -4.016032 3.514405 0.1 -0.4 0.0 0.069
H -1.864649 -2.381072 2.334485 0.3 0.4 0.4 0.091
H -3.245289 -1.624722 3.256055 0.0 -0.1 0.0 0.100
H -2.782479 -1.102802 0.794065 0.4 0.4 -0.3 -0.021
C -1.951169 -0.464612 5.848515 0.2 0.3 0.3 -0.084
C -0.944559 -0.362172 4.730105 -1.3 -0.6 0.4 -0.327
O -1.321809 0.651588 3.804775 0.4 -0.4 0.4 -0.069
H -2.961859 -0.626422 5.473795 0.1 -0.1 -0.1 0.070
H -1.959589 0.432948 6.466905 0.0 0.0 0.1 0.076
H -1.632479 -1.320542 6.443415 -0.3 0.0 0.3 0.079
H -1.044059 -1.334812 4.248265 0.5 -0.1 -0.4 0.096
H 0.058541 -0.289852 5.150425 0.2 0.5 -0.3 0.109
H -1.031109 0.235038 2.990175 0.3 0.4 -0.9 0.021
C 0.633121 -6.796572 1.395945 -0.8 0.5 0.4 -0.069
C 0.295951 -5.301702 1.276395 0.4 -0.9 1.9 -0.362
O 0.548671 -4.708042 0.072275 0.7 -0.7 -1.8 -0.088
H 0.364201 -7.129072 2.398555 -0.3 0.2 0.2 0.067
H 1.697441 -7.031572 1.386855 -0.1 0.1 -0.9 0.072
H -0.033439 -7.357662 0.740975 0.6 -0.3 -0.4 0.073
H 0.904931 -4.793082 2.023755 0.0 0.1 0.6 0.102
H -0.746909 -5.114652 1.532425 -0.3 -0.3 0.3 0.100
H 0.179191 -3.829152 0.184735 -0.1 1.0 -0.4 -0.023
C 3.674691 -1.932242 3.388985 -0.6 -0.9 0.8 -0.062
C 2.191461 -1.608232 3.360365 0.2 0.3 -0.3 -0.334
O 2.107851 -0.380292 2.730205 1.0 1.3 -0.3 -0.094
H 3.983941 -2.293142 2.408055 0.2 0.0 0.0 0.064
H 3.807861 -2.722872 4.127405 0.4 -0.2 -0.1 0.073
H 4.280821 -1.075812 3.684315 -0.2 0.0 -0.1 0.083
H 1.693401 -1.522172 4.326095 0.4 -0.4 0.4 0.098
H 1.606871 -2.297012 2.750495 0.1 -0.8 0.2 0.106
H 1.252791 -0.291702 2.302855 -0.7 0.1 -0.4 -0.020
C -5.349719 2.102118 -2.488985 -1.3 0.2 0.5 -0.081
C -4.129229 1.734008 -1.733825 0.6 0.6 0.6 -0.374
O -3.792609 0.399728 -1.976135 -0.3 0.1 -0.8 -0.053
H -5.146419 2.098348 -3.559855 -0.3 -0.1 0.0 0.080
H -5.740559 3.071068 -2.178375 0.4 0.4 -0.2 0.080
H -6.185009 1.465508 -2.197235 0.1 -0.5 -0.5 0.081
H -4.205069 1.903128 -0.659705 -0.7 -0.1 0.6 0.108
H -3.390559 2.496168 -1.981975 0.8 -0.4 -0.5 0.092
H -3.055729 0.156578 -1.410905 0.5 -0.2 0.3 0.010
C 1.454341 4.458658 3.015645 -0.5 -0.7 -0.4 -0.057
C 1.108741 2.949008 3.063405 1.2 1.1 1.0 -0.313
O 0.712681 2.490918 1.830505 -1.4 0.5 -1.7 -0.110
H 0.589191 5.080098 2.784475 -0.4 -0.1 0.5 0.068
H 2.074371 4.701598 2.152725 0.7 -0.3 0.3 0.051
H 1.895141 4.747968 3.969635 0.1 0.2 -0.2 0.073
H 0.355091 2.740328 3.822725 -0.1 0.1 0.2 0.105
H 1.995001 2.347748 3.266255 0.3 0.3 0.8 0.116
H 0.747841 1.531768 1.850405 -0.2 -0.5 -0.3 0.014
C 0.289691 -2.137762 -5.228065 0.5 -0.5 0.6 -0.052
C 0.773521 -1.889902 -3.803055 0.6 1.8 0.3 -0.297
O -0.285369 -1.592262 -2.913885 -1.1 -1.5 -1.4 -0.134
H 1.077281 -1.832992 -5.917205 0.1 -0.5 -0.1 0.077
H -0.550029 -1.496492 -5.495935 -0.2 -0.1 0.4 0.076
H 0.026811 -3.192002 -5.315195 -0.1 0.1 -0.5 0.073
H 1.448351 -1.034512 -3.834875 -0.3 0.9 -0.2 0.103
H 1.494681 -2.529562 -3.294285 -0.4 -1.5 -0.6 0.112
H 0.072841 -1.028112 -2.224665 0.5 0.9 0.9 -0.026
C -1.932429 2.363418 -4.611515 0.1 -0.1 0.6 -0.061
C -1.066099 1.378208 -3.836045 -0.5 -0.3 -0.2 -0.293
O -0.747869 1.831288 -2.502145 -0.5 0.3 -1.2 -0.074
H -2.779289 2.636618 -3.982005 0.1 0.3 0.0 0.048
H -2.368259 1.878718 -5.485135 0.2 0.0 -0.1 0.078
H -1.363629 3.241758 -4.916595 -0.2 0.1 0.0 0.077
H -0.183549 1.142418 -4.430695 0.5 0.3 0.2 0.107
H -1.595399 0.425858 -3.804835 -0.2 0.0 0.4 0.094
H -0.477599 1.050508 -2.013345 0.4 -0.3 0.3 0.015
```
Forces are in eV/Å.

The frontier orbital gap comes out at 8.1 eV. Its energy above the lowest of the compared OMol25 structures with the same formula, charge and spin is 0.000 eV. The calculation puts the HOMO energy at -0.316 Eh.